[1]
{"formula": "C48H76B2N3O5", "method": "ωB97M-V/def2-TZVPD", "charge": -1, "homo_lumo_gap_ev": 6.380, "homo_energy_ev": -4.289, "symbols": ["C", "C", "C", "C", "C", "C", "C", "C", "C", "B", "O", "C", "C", "C", "C", "C", "N", "O", "C", "C", "N", "C", "C", "C", "O", "C", "N", "C", "C", "C", "B", "C", "O", "O", "H", "H", "H", "H", "H", "H", "H", "H", "H", "H", "H", "H", "H", "H", "H", "H", "H", "H", "H", "H", "H", "H", "H", "H", "H", "H", "H", "H", "H", "H", "H", "H", "H", "H", "H", "H", "H", "H", "H", "H", "H", "H", "H", "H", "H", "H", "H", "H", "H", "H", "H", "H", "C", "C", "C", "C", "C", "C", "H", "H", "H", "H", "H", "H", "C", "C", "C", "C", "C", "C", "H", "H", "H", "H", "H", "H", "C", "C", "C", "C", "C", "C", "H", "H", "H", "H", "H", "H", "C", "C", "C", "C", "C", "C", "H", "H", "H", "H", "H", "H"], "positions_angstrom": [[3.408, -2.440, 2.555], [3.832, -2.344, 1.086], [3.270, -1.070, 0.422], [2.010, -1.317, -0.412], [1.732, -0.218, -1.423], [1.282, 1.115, -0.811], [-0.226, 1.219, -0.647], [-0.655, 2.583, -0.125], [-2.159, 2.637, 0.172], [-2.623, 2.353, 1.739], [-1.573, 2.316, 2.794], [-1.518, 1.065, 3.389], [-1.212, 1.187, 4.865], [-1.145, -0.140, 5.648], [-2.124, -0.211, 6.827], [-2.376, -1.650, 7.295], [-1.181, -2.495, 7.376], [-0.647, 0.252, 2.583], [0.707, 0.195, 2.979], [1.457, 1.528, 2.944], [2.834, 1.354, 2.428], [3.796, 2.229, 3.088], [3.689, 3.691, 2.661], [4.390, 4.591, 3.669], [4.309, 3.785, 1.382], [-2.989, 0.544, 3.139], [-3.971, 1.336, 3.895], [-5.188, 0.993, 3.985], [-5.821, 0.753, 5.341], [-6.129, 0.848, 2.814], [-3.266, -1.023, 3.061], [-3.384, -1.763, 1.679], [-3.450, -1.807, 4.208], [-3.083, 0.914, 1.751], [2.385, -2.793, 2.672], [3.488, -1.469, 3.043], [4.074, -3.112, 3.096], [3.526, -3.248, 0.564], [4.914, -2.222, 1.096], [4.039, -0.523, -0.124], [2.984, -0.420, 1.250], [2.129, -2.276, -0.924], [1.162, -1.427, 0.269], [2.678, -0.028, -1.943], [1.034, -0.518, -2.206], [1.742, 1.207, 0.176], [1.653, 1.921, -1.443], [-0.692, 1.088, -1.626], [-0.602, 0.440, 0.020], [-0.040, 2.917, 0.713], [-0.446, 3.284, -0.945], [-2.621, 1.843, -0.426], [-2.612, 3.569, -0.178], [-3.529, 3.163, 1.962], [-2.034, 1.769, 5.271], [-0.317, 1.769, 5.067], [-1.237, -1.019, 5.013], [-0.141, -0.213, 6.068], [-3.058, 0.303, 6.613], [-1.628, 0.268, 7.677], [-2.809, -1.642, 8.299], [-3.097, -2.147, 6.653], [-0.365, -1.971, 7.655], [-1.011, -2.978, 6.508], [0.858, -0.269, 3.957], [1.203, -0.455, 2.259], [1.569, 1.939, 3.946], [0.927, 2.281, 2.365], [2.862, 1.610, 1.447], [4.802, 1.920, 2.794], [3.737, 2.122, 4.170], [2.640, 3.994, 2.613], [3.817, 4.690, 4.587], [5.379, 4.190, 3.890], [4.508, 5.594, 3.253], [4.711, 4.650, 1.287], [-6.909, 0.801, 5.263], [-5.520, -0.222, 5.715], [-5.533, 1.556, 6.016], [-6.833, 1.682, 2.865], [-5.605, 0.902, 1.865], [-6.714, -0.073, 2.885], [-4.075, -1.254, 1.011], [-2.411, -1.796, 1.192], [-3.785, -2.770, 1.831], [-4.284, -2.270, 4.080], [6.639, -4.710, -2.064], [6.571, -3.399, -1.613], [7.402, -2.976, -0.585], [8.306, -3.860, -0.015], [8.377, -5.170, -0.468], [7.540, -5.596, -1.490], [5.988, -5.041, -2.863], [5.868, -2.708, -2.060], [7.344, -1.955, -0.229], [8.957, -3.528, 0.784], [9.083, -5.860, -0.024], [7.591, -6.619, -1.840], [-1.334, -2.252, -5.418], [-1.361, -1.839, -6.743], [-0.173, -1.591, -7.417], [1.042, -1.765, -6.768], [1.068, -2.181, -5.445], [-0.120, -2.421, -4.768], [-2.260, -2.441, -4.890], [-2.308, -1.708, -7.250], [-0.194, -1.262, -8.448], [1.969, -1.574, -7.296], [2.015, -2.317, -4.938], [-0.098, -2.740, -3.734], [-7.968, 4.174, -1.119], [-7.927, 5.121, -0.105], [-6.883, 5.108, 0.812], [-5.877, 4.155, 0.712], [-5.918, 3.210, -0.303], [-6.965, 3.218, -1.216], [-8.782, 4.180, -1.833], [-8.708, 5.868, -0.029], [-6.853, 5.843, 1.607], [-5.061, 4.143, 1.423], [-5.132, 2.468, -0.380], [-6.998, 2.477, -2.005], [0.297, -2.301, -11.870], [1.201, -2.377, -10.820], [2.426, -1.732, -10.910], [2.745, -1.003, -12.047], [1.839, -0.924, -13.096], [0.617, -1.575, -13.009], [-0.658, -2.806, -11.800], [0.951, -2.941, -9.930], [3.133, -1.796, -10.093], [3.698, -0.496, -12.116], [2.087, -0.354, -13.982], [-0.087, -1.517, -13.829]], "atomic_forces_ev_per_a": [[0.2, -0.2, 0.0], [0.0, 0.9, 0.5], [-0.7, -0.3, 0.5], [0.1, -0.2, -0.1], [0.6, 0.4, -0.1], [-0.1, -0.7, 0.0], [0.2, 0.2, 0.3], [-0.4, 0.4, -0.8], [0.2, -0.1, 0.7], [-0.1, -0.7, -1.5], [0.5, 0.6, 0.6], [-1.2, 1.1, -0.5], [0.1, -0.4, 0.5], [0.2, 0.3, 0.1], [0.6, -0.7, 0.2], [0.0, -0.1, 0.2], [-0.3, -0.3, 0.2], [0.0, -0.8, 1.0], [0.1, 0.2, -0.4], [0.6, 0.4, -0.2], [0.1, 0.3, 0.8], [0.0, 0.0, -0.6], [0.3, 0.2, 0.9], [0.1, 0.1, -0.4], [-0.1, -0.2, -0.2], [0.2, 1.3, -3.3], [0.7, -2.7, 2.7], [0.1, 0.5, -0.4], [-0.7, 1.3, -0.4], [0.1, -0.6, -0.1], [0.2, -0.2, 0.3], [-0.8, 0.0, 0.3], [-0.6, 0.9, 0.1], [-0.3, 0.3, 0.4], [-0.1, 0.0, 0.0], [0.0, 0.1, 0.0], [-0.1, -0.2, 0.1], [0.3, -0.1, -0.2], [0.2, -0.5, -0.2], [0.0, -0.1, -0.4], [0.3, 0.0, -0.3], [-0.1, -0.1, -0.2], [-0.1, -0.1, 0.0], [0.1, -0.1, -0.1], [-0.2, -0.1, 0.1], [0.0, 0.2, -0.2], [0.0, 0.3, 0.1], [-0.1, -0.2, 0.0], [0.0, -0.1, 0.0], [-0.1, -0.1, 0.2], [0.2, 0.1, 0.0], [-0.2, 0.0, 0.0], [0.2, 0.2, -0.1], [0.1, -0.1, 0.6], [-0.1, 0.2, -0.2], [0.2, 0.1, -0.3], [-0.2, 0.1, -0.2], [0.1, -0.2, 0.0], [-0.1, 0.0, -0.1], [-0.2, 0.4, 0.0], [-0.2, 0.2, 0.0], [0.0, 0.0, -0.2], [0.1, 0.0, -0.1], [0.2, 0.2, -0.1], [-0.2, -0.1, 0.1], [-0.2, -0.1, -0.1], [-0.2, 0.0, 0.2], [-0.4, -0.2, 0.0], [0.0, -0.2, 0.0], [0.1, -0.1, 0.0], [-0.2, 0.0, 0.1], [-0.1, -0.1, -0.2], [0.0, -0.1, 0.1], [0.1, 0.0, 0.1], [0.0, 0.1, 0.0], [-0.1, 0.1, 0.0], [-0.1, -0.2, 0.1], [0.2, 0.0, 0.1], [0.3, -0.2, 0.3], [-0.1, 0.0, 0.0], [0.2, 0.0, -0.1], [-0.1, 0.0, -0.1], [0.2, 0.3, -0.1], [0.1, 0.0, -0.1], [0.3, -0.2, -0.1], [0.3, -0.7, 0.0], [0.0, 0.0, 0.0], [0.0, 0.0, 0.0], [0.0, 0.0, 0.0], [0.0, 0.0, 0.0], [0.0, 0.0, 0.0], [0.0, 0.0, 0.0], [0.0, 0.0, 0.0], [0.0, 0.0, 0.0], [0.0, 0.0, 0.0], [0.0, 0.0, 0.0], [0.0, 0.0, 0.0], [0.0, 0.0, 0.0], [0.0, 0.0, 0.0], [0.0, 0.0, 0.0], [0.0, 0.0, 0.0], [0.0, 0.0, 0.0], [0.0, 0.0, 0.0], [0.0, 0.0, 0.0], [0.0, 0.0, 0.0], [0.0, 0.0, 0.0], [0.0, 0.0, 0.0], [0.0, 0.0, 0.0], [0.0, 0.0, 0.0], [0.0, 0.0, 0.0], [0.0, 0.0, 0.0], [0.0, 0.0, 0.0], [0.0, -0.1, -0.1], [-0.1, 0.2, 0.1], [0.0, -0.1, -0.1], [0.0, 0.0, 0.0], [0.0, 0.0, 0.0], [0.0, 0.0, 0.0], [0.0, 0.0, 0.0], [0.0, -0.1, 0.0], [0.1, 0.0, 0.1], [0.0, 0.0, 0.0], [0.0, 0.0, 0.0], [0.0, -0.1, 0.0], [0.0, 0.0, 0.0], [0.0, 0.0, 0.0], [0.0, 0.0, 0.0], [0.0, 0.0, 0.0], [0.0, 0.0, 0.0], [0.0, 0.0, 0.0], [0.0, 0.0, 0.0], [0.0, 0.0, 0.0], [0.0, 0.0, 0.0], [0.0, 0.0, 0.0]]}

[2]
{"formula": "C4H8O2", "method": "ωB97M-V/def2-TZVPD", "charge": 0, "homo_lumo_gap_ev": 10.554, "e_above_lowest_kcal_mol": 80.9, "homo_energy_ev": -9.689, "symbols": ["O", "C", "C", "C", "C", "H", "H", "H", "H", "H", "H", "O", "H", "H"], "positions_angstrom": [[1.450, 0.364, -0.707], [0.169, 0.600, -1.275], [-0.914, -0.284, -0.662], [-0.571, -1.519, 0.128], [-1.042, -0.517, 0.803], [1.470, -0.575, -0.468], [0.214, 0.429, -2.361], [-0.056, 1.660, -1.109], [-1.837, -0.271, -1.248], [-0.326, -2.571, 0.113], [-1.436, -0.109, 1.718], [0.744, 1.253, 1.793], [1.167, 1.050, 0.935], [0.969, 0.491, 2.339]], "atomic_forces_ev_per_a": [[0.1, -0.2, 0.0], [-0.2, 0.1, -0.1], [-0.1, 0.1, -0.2], [-0.2, 0.0, 0.2], [-0.1, -0.3, -0.1], [0.1, 0.1, -0.1], [-0.1, 0.0, 0.2], [0.0, -0.2, 0.0], [0.1, 0.0, 0.0], [0.0, 0.2, 0.0], [0.1, -0.1, -0.1], [0.3, 0.0, 0.2], [-0.1, 0.1, 0.2], [0.0, 0.2, 0.0]]}

[3]
{"formula": "F8KN4O16S8", "method": "ωB97M-V/def2-TZVPD", "charge": -3, "homo_lumo_gap_ev": 9.320, "e_above_lowest_kcal_mol": 111.7, "homo_energy_ev": -3.295, "symbols": ["K", "N", "S", "O", "O", "F", "S", "O", "O", "F", "N", "S", "O", "O", "F", "S", "O", "O", "F", "N", "S", "O", "O", "F", "S", "O", "O", "F", "N", "S", "O", "O", "F", "S", "O", "O", "F"], "positions_angstrom": [[0.093, 0.334, -0.078], [2.437, -3.858, 0.188], [3.315, -3.723, -1.056], [4.640, -4.406, -1.020], [3.189, -2.458, -1.788], [2.432, -4.781, -1.873], [2.953, -2.409, 0.872], [1.924, -1.427, 0.904], [4.365, -2.024, 0.750], [2.857, -2.824, 2.408], [-0.132, 2.911, -1.015], [1.374, 3.679, -0.788], [1.376, 4.828, 0.108], [2.538, 3.507, -1.652], [1.881, 2.529, 0.245], [-0.393, 3.782, -2.186], [0.332, 3.519, -3.486], [-0.883, 5.140, -2.021], [-1.774, 3.099, -2.610], [-1.747, -1.500, -1.143], [-1.720, -1.250, -2.794], [-2.017, 0.039, -3.291], [-2.053, -2.345, -3.697], [-0.104, -1.277, -3.035], [-3.262, -1.120, -0.968], [-4.282, -1.653, -1.847], [-3.452, 0.318, -0.561], [-3.539, -1.972, 0.431], [-1.037, 1.070, 2.490], [-1.922, -0.278, 3.013], [-2.316, -0.367, 4.427], [-1.729, -1.511, 2.278], [-3.393, 0.260, 2.438], [-0.299, 1.294, 3.849], [0.659, 0.298, 4.408], [-1.050, 2.099, 4.809], [0.739, 2.478, 3.294]], "atomic_forces_ev_per_a": [[0.1, -0.2, 0.2], [0.9, 3.2, 2.9], [3.0, -2.4, -5.0], [-2.6, 1.7, -0.1], [0.4, -1.9, 0.9], [0.3, 0.1, -0.6], [0.5, 0.2, 3.5], [-0.2, 0.7, -1.3], [-2.5, -0.8, -0.2], [0.4, -0.8, -0.1], [4.2, 0.2, 2.9], [5.6, -1.7, 5.5], [-1.0, -0.9, -2.0], [-2.5, 1.0, -0.6], [-0.9, -0.3, 0.5], [-6.0, 2.2, -11.6], [-0.5, 0.9, 3.8], [1.6, -0.6, 0.8], [-0.3, -0.4, 0.5], [-0.3, 0.0, -3.3], [3.7, -2.7, -3.8], [-0.9, 1.2, 0.8], [-0.5, 0.6, 2.0], [-0.5, 0.1, 1.4], [-4.4, 3.4, 5.0], [1.4, 0.1, 0.3], [0.8, -3.9, -1.0], [0.4, 0.9, -1.7], [-1.1, -3.5, 1.0], [-5.0, -0.9, -0.8], [1.8, 0.1, -2.1], [0.8, 1.9, 0.8], [1.7, -0.4, 0.1], [4.6, 3.9, 4.2], [-2.5, 1.6, -1.8], [0.6, -1.4, -1.0], [-0.8, -1.3, 0.0]]}

Repeat the third record exactly.
{"formula": "F8KN4O16S8", "method": "ωB97M-V/def2-TZVPD", "charge": -3, "homo_lumo_gap_ev": 9.320, "e_above_lowest_kcal_mol": 111.7, "homo_energy_ev": -3.295, "symbols": ["K", "N", "S", "O", "O", "F", "S", "O", "O", "F", "N", "S", "O", "O", "F", "S", "O", "O", "F", "N", "S", "O", "O", "F", "S", "O", "O", "F", "N", "S", "O", "O", "F", "S", "O", "O", "F"], "positions_angstrom": [[0.093, 0.334, -0.078], [2.437, -3.858, 0.188], [3.315, -3.723, -1.056], [4.640, -4.406, -1.020], [3.189, -2.458, -1.788], [2.432, -4.781, -1.873], [2.953, -2.409, 0.872], [1.924, -1.427, 0.904], [4.365, -2.024, 0.750], [2.857, -2.824, 2.408], [-0.132, 2.911, -1.015], [1.374, 3.679, -0.788], [1.376, 4.828, 0.108], [2.538, 3.507, -1.652], [1.881, 2.529, 0.245], [-0.393, 3.782, -2.186], [0.332, 3.519, -3.486], [-0.883, 5.140, -2.021], [-1.774, 3.099, -2.610], [-1.747, -1.500, -1.143], [-1.720, -1.250, -2.794], [-2.017, 0.039, -3.291], [-2.053, -2.345, -3.697], [-0.104, -1.277, -3.035], [-3.262, -1.120, -0.968], [-4.282, -1.653, -1.847], [-3.452, 0.318, -0.561], [-3.539, -1.972, 0.431], [-1.037, 1.070, 2.490], [-1.922, -0.278, 3.013], [-2.316, -0.367, 4.427], [-1.729, -1.511, 2.278], [-3.393, 0.260, 2.438], [-0.299, 1.294, 3.849], [0.659, 0.298, 4.408], [-1.050, 2.099, 4.809], [0.739, 2.478, 3.294]], "atomic_forces_ev_per_a": [[0.1, -0.2, 0.2], [0.9, 3.2, 2.9], [3.0, -2.4, -5.0], [-2.6, 1.7, -0.1], [0.4, -1.9, 0.9], [0.3, 0.1, -0.6], [0.5, 0.2, 3.5], [-0.2, 0.7, -1.3], [-2.5, -0.8, -0.2], [0.4, -0.8, -0.1], [4.2, 0.2, 2.9], [5.6, -1.7, 5.5], [-1.0, -0.9, -2.0], [-2.5, 1.0, -0.6], [-0.9, -0.3, 0.5], [-6.0, 2.2, -11.6], [-0.5, 0.9, 3.8], [1.6, -0.6, 0.8], [-0.3, -0.4, 0.5], [-0.3, 0.0, -3.3], [3.7, -2.7, -3.8], [-0.9, 1.2, 0.8], [-0.5, 0.6, 2.0], [-0.5, 0.1, 1.4], [-4.4, 3.4, 5.0], [1.4, 0.1, 0.3], [0.8, -3.9, -1.0], [0.4, 0.9, -1.7], [-1.1, -3.5, 1.0], [-5.0, -0.9, -0.8], [1.8, 0.1, -2.1], [0.8, 1.9, 0.8], [1.7, -0.4, 0.1], [4.6, 3.9, 4.2], [-2.5, 1.6, -1.8], [0.6, -1.4, -1.0], [-0.8, -1.3, 0.0]]}

Question: Among the records above, which one has the lowest charge?
Answer: F8KN4O16S8

Question: Which value of charge does entry 1 give?
Answer: -1